ORCA calculation (ωB97M-V/def2-TZVPD) on a structure of composition C36H40HfOP2.

Positions of all 80 atoms, in Å:
Hf: -1.0722 0.6474 -3.1337
C: -2.7807 0.9047 -5.9550
C: -2.2848 -0.2737 -5.4697
C: -1.2639 -1.1083 -6.2188
C: 0.0889 -0.3735 -6.3401
C: 0.3346 0.3644 -5.0356
C: -0.2095 1.6499 -4.8272
C: -0.7409 2.4775 -5.9550
C: -2.0265 1.9708 -6.6679
C: 1.6174 -0.2793 -0.3245
H: -3.8968 1.0922 -5.9232
H: -2.7916 -0.7646 -4.6469
H: -1.6272 -1.4012 -7.2293
H: -1.1023 -2.0278 -5.6255
H: 0.8759 -1.1455 -6.4262
H: 0.1538 0.2761 -7.2370
H: 1.3253 0.0918 -4.6455
H: 0.2090 2.2148 -3.9719
H: 0.0643 2.4842 -6.6934
H: -0.9231 3.5083 -5.6333
H: -2.7250 2.8414 -6.8012
H: -1.7668 1.5533 -7.6783
H: 0.6912 0.2940 -0.4216
H: 2.3371 0.1166 0.4244
H: 1.3741 -1.3298 -0.1138
P: -1.0909 -1.8661 -2.3291
P: 2.6301 -0.2918 -1.8168
C: 0.5066 -2.0164 -3.0481
C: 1.7701 -1.4072 -2.9647
C: -2.0920 -3.2616 -1.8328
C: -2.6039 -4.1929 -2.7845
C: -3.7387 -4.9370 -2.4700
C: -4.3566 -4.7884 -1.2271
C: -3.7526 -4.0244 -0.2156
C: -2.5869 -3.3140 -0.4899
C: -2.9865 1.3548 -3.4891
C: -2.4417 2.6625 -3.3973
C: -2.9915 3.6126 -2.5269
C: -4.1985 3.2851 -1.9391
C: -4.6969 1.9737 -2.0045
C: -4.0098 0.9508 -2.6407
C: 4.2163 -1.1265 -1.5514
C: 4.0205 -2.4612 -1.1700
C: 5.0747 -3.3079 -0.8516
C: 6.3898 -2.8386 -0.9523
C: 6.6168 -1.5057 -1.3273
C: 5.5402 -0.6435 -1.5928
C: 2.8707 1.4256 -2.4903
C: 2.2744 2.6399 -2.0456
C: 2.5139 3.8661 -2.6827
C: 3.4135 3.9302 -3.7455
C: 3.9803 2.7578 -4.2454
C: 3.7049 1.5278 -3.6263
H: 0.4645 -2.7115 -3.8962
H: 2.5038 -1.7727 -3.7254
H: -2.1193 -4.2835 -3.7548
H: -4.1728 -5.5879 -3.2207
H: -5.3068 -5.2709 -1.0226
H: -4.1999 -3.9608 0.7729
H: -2.0680 -2.7479 0.2957
H: -1.8682 3.1113 -4.2047
H: -2.4478 4.5658 -2.5073
H: -4.7671 4.0902 -1.4774
H: -5.6728 1.8036 -1.5961
H: -4.2285 -0.1070 -2.5319
H: 3.0105 -2.8514 -1.2006
H: 4.8566 -4.3394 -0.5485
H: 7.2171 -3.5007 -0.6695
H: 7.6561 -1.1551 -1.3843
H: 5.7700 0.3683 -1.9111
H: 1.5939 2.6265 -1.1996
H: 2.0420 4.7911 -2.3371
H: 3.7118 4.8643 -4.1779
H: 4.6827 2.7639 -5.0858
H: 4.1755 0.6191 -4.0474
C: -1.8057 1.3859 -0.0155
O: -1.0920 1.1005 -1.2348
H: -2.8479 1.6221 -0.1979
H: -1.3699 2.2322 0.5042
H: -1.7768 0.5566 0.6691

Forces on the atoms, in the same order (eV/Å):
Hf -2.8 -3.1 4.6
C -1.3 -0.8 0.3
C -0.4 -0.3 -1.8
C 0.1 0.1 0.3
C 0.4 -0.6 0.6
C 1.8 3.2 -3.2
C 3.8 -1.3 -3.2
C -0.6 0.0 -0.6
C -0.5 0.1 -1.3
C 1.2 0.1 0.3
H 1.4 0.1 1.0
H -0.7 -0.4 -0.6
H 0.1 0.2 0.7
H -0.1 0.3 -0.4
H -0.3 0.4 -0.2
H -0.2 -0.2 0.6
H -0.9 0.1 1.1
H 0.2 0.2 -0.1
H 0.0 0.2 0.0
H 0.3 -0.2 -0.1
H 0.8 -0.9 -0.2
H -0.1 0.7 0.6
H 0.3 0.1 0.0
H -0.9 -0.2 0.0
H 0.1 0.3 0.1
P 0.2 2.0 0.8
P -0.9 0.2 -0.6
C 2.0 -0.4 -0.6
C -0.4 -0.7 -0.5
C -0.7 -1.8 -0.2
C 0.0 0.8 0.8
C 0.1 0.2 0.1
C 0.3 0.3 0.3
C 0.1 -0.2 -0.5
C 0.4 0.7 -1.0
C 0.3 0.4 2.1
C -1.4 0.6 -0.1
C 0.4 -0.3 -1.1
C -0.2 0.3 0.3
C -0.6 0.8 -0.1
C 0.2 0.9 -0.4
C 0.4 -0.3 0.4
C 0.0 -0.2 -0.2
C 0.1 0.0 -0.1
C -0.3 0.2 0.4
C -0.2 -0.2 0.2
C 0.1 -0.1 -0.4
C 0.2 0.5 -0.7
C -0.3 -0.6 0.1
C 0.2 -0.3 0.1
C 0.1 -0.8 0.0
C 0.0 -0.6 0.4
C 0.2 -0.4 -0.2
H 0.5 -0.3 0.4
H -0.7 0.4 0.5
H -0.3 0.1 0.1
H 0.1 0.0 0.1
H 0.2 -0.1 -0.1
H 0.1 -0.1 -0.2
H -0.4 -0.1 -0.4
H 0.3 -0.3 0.6
H -0.9 -0.1 0.3
H 0.0 -0.4 0.3
H -0.3 -0.2 0.5
H -0.4 0.2 0.1
H 0.0 -0.2 0.2
H 0.2 0.5 -0.2
H -0.3 0.4 -0.3
H -0.6 0.0 0.0
H -0.2 0.0 0.2
H 0.1 0.0 0.0
H 0.2 -0.5 0.1
H -0.1 0.4 -0.2
H -0.4 0.1 0.3
H -0.2 0.6 0.3
C 0.5 0.3 -0.7
O -0.1 0.8 0.5
H -0.1 0.0 -0.3
H 0.2 0.2 -0.1
H 0.2 -0.7 0.1

Charge: +2
Largest force on an atom in eV Å⁻¹: 6.21
Relative energy (zero: lowest compared OMol25 entry of this formula, charge and spin) in kcal/mol: 112.88
E_LUMO (alpha / beta) in eV: -7.6 / -7.6

ORCA calculation (ωB97M-V/def2-TZVPD) on a structure of composition C36H40InN13O4Se.

Positions of all 95 atoms, in Å:
In: -0.0032 0.0981 -0.2539
C: 1.5952 -4.6122 2.0017
N: 2.3290 -3.3584 2.1529
C: 3.6823 -3.4709 2.6938
C: 1.7681 -2.2143 1.7841
O: 0.6248 -2.1492 1.2999
C: 2.5764 -0.9411 1.9753
O: 1.7519 0.1572 1.6410
C: 1.8832 1.3232 2.4030
C: 0.6818 2.1898 2.0527
O: -0.0641 1.8545 1.1001
N: 0.4574 3.2789 2.7594
C: -0.7028 4.1268 2.4880
C: 1.3201 3.7292 3.8522
H: 1.8228 -5.2501 2.8537
H: 0.5285 -4.4151 1.9694
H: 1.8963 -5.1212 1.0854
H: 3.6579 -3.5953 3.7768
H: 4.1572 -4.3447 2.2514
H: 4.2908 -2.6097 2.4402
H: 2.9480 -0.8568 2.9988
H: 3.4273 -0.9628 1.2869
H: 1.9078 1.0879 3.4720
H: 2.8009 1.8688 2.1550
H: -1.3526 3.6413 1.7694
H: -1.2398 4.2946 3.4206
H: -0.3694 5.0860 2.0929
H: 2.2490 3.1711 3.8888
H: 1.5642 4.7789 3.6971
H: 0.7990 3.6262 4.8036
C: -4.3021 -0.5094 -4.0475
N: -3.2778 -0.7751 -3.0266
C: -2.6069 0.0954 -2.2934
N: -1.7173 -0.5503 -1.5408
C: -1.9214 -1.8622 -1.8786
N: -2.8636 -2.0345 -2.7652
C: -5.5442 0.1381 -3.4873
C: -6.3198 0.9451 -4.3118
C: -7.5145 1.4776 -3.8451
C: -7.9364 1.2253 -2.5501
C: -7.1482 0.4368 -1.7196
C: -5.9611 -0.1116 -2.1909
C: -7.5569 0.1720 -0.3399
N: -8.5967 0.5573 0.3025
N: -8.4760 0.0250 1.5922
C: -7.3718 -0.6250 1.6062
O: -6.7212 -0.5827 0.4159
C: -6.7170 -1.3539 2.6917
C: -7.3486 -1.5220 3.9212
C: -6.6889 -2.1895 4.9383
C: -5.4013 -2.6794 4.7414
C: -4.7756 -2.5126 3.5150
C: -3.3844 -3.0419 3.2766
N: -2.5009 -1.9941 2.7438
C: -2.1836 -1.7179 1.4884
N: -1.4373 -0.6181 1.4353
C: -1.3504 -0.2626 2.7523
N: -1.9767 -1.0669 3.5686
C: -5.4414 -1.8574 2.4924
H: -4.5106 -1.4816 -4.4914
H: -3.8536 0.1181 -4.8170
H: -2.7527 1.1601 -2.3526
H: -1.3470 -2.6815 -1.4814
H: -5.9974 1.1527 -5.3251
H: -8.1188 2.0925 -4.4976
H: -8.8656 1.6317 -2.1744
H: -5.3780 -0.7484 -1.5383
H: -8.3478 -1.1336 4.0647
H: -7.1732 -2.3231 5.8955
H: -4.8868 -3.1834 5.5501
H: -3.3723 -3.8629 2.5589
H: -2.9273 -3.3849 4.2017
H: -2.4980 -2.3215 0.6532
H: -0.8266 0.5943 3.1215
H: -4.9707 -1.7210 1.5263
Se: 2.1253 -0.2360 -1.6211
C: 1.7244 -1.7680 -2.7065
C: 2.2295 -1.8181 -3.9967
C: 1.9768 -2.9488 -4.7639
N: 1.2689 -3.9934 -4.3434
C: 0.8036 -3.9361 -3.0993
C: 1.0065 -2.8635 -2.2425
H: 2.8027 -0.9994 -4.4090
H: 2.3593 -3.0093 -5.7762
H: 0.2389 -4.7998 -2.7612
H: 0.6462 -2.9015 -1.2259
N: -0.0436 3.8741 -2.7130
C: -1.2435 4.0969 -2.0834
C: -1.4675 2.9874 -1.3355
N: -0.4278 2.0892 -1.5074
C: 0.4121 2.6650 -2.3422
H: 0.4156 4.4983 -3.3567
H: -1.8152 4.9960 -2.2262
H: -2.2914 2.7925 -0.6684
H: 1.3310 2.2322 -2.7011

Forces on the atoms, in the same order (eV/Å):
In -0.1 0.2 0.3
C 0.0 0.0 0.0
N 0.2 -0.1 0.1
C -0.1 -0.1 -0.1
C -0.6 -0.1 -0.2
O 0.7 0.0 -0.3
C 0.3 0.1 -0.2
O -0.3 -0.1 -0.1
C 0.1 0.0 0.0
C 0.0 0.0 -0.2
O 0.2 0.1 0.4
N 0.0 0.0 0.1
C 0.0 0.0 0.0
C -0.1 0.0 0.0
H 0.0 0.0 0.0
H 0.0 0.0 0.0
H 0.0 0.0 0.0
H 0.0 0.0 0.0
H 0.0 0.0 0.0
H 0.0 0.0 0.0
H -0.1 0.0 0.0
H 0.1 0.0 0.1
H -0.1 0.0 0.0
H 0.0 0.0 0.0
H 0.0 0.0 0.0
H 0.0 0.0 0.0
H 0.0 0.0 0.0
H 0.0 0.0 0.0
H 0.0 0.0 0.0
H 0.0 0.0 0.0
C 0.1 0.0 0.1
N -0.1 -0.1 -0.1
C 0.2 0.1 -0.1
N -0.2 -0.6 -0.2
C -0.2 0.0 0.0
N 0.1 0.1 0.0
C 0.0 0.0 -0.1
C 0.0 0.0 0.0
C 0.0 0.0 0.0
C 0.0 0.0 0.0
C -0.1 0.0 0.1
C 0.0 0.0 0.0
C 0.2 0.0 -0.3
N -0.1 -0.1 0.3
N -0.1 0.2 -0.2
C 0.2 -0.2 0.2
O -0.1 0.0 0.0
C -0.1 0.1 0.0
C 0.0 0.0 0.0
C 0.0 0.0 0.0
C -0.1 0.1 0.0
C 0.0 -0.1 0.0
C 0.2 0.2 -0.1
N 0.0 -0.1 0.1
C 0.0 0.0 -0.3
N -0.3 0.3 0.2
C 0.0 -0.1 0.0
N 0.0 0.1 -0.2
C 0.0 0.0 -0.1
H 0.0 0.0 0.0
H 0.0 0.0 0.0
H 0.0 0.0 0.0
H -0.2 0.1 0.0
H 0.0 0.0 0.0
H 0.0 0.0 0.0
H 0.0 0.0 0.0
H 0.0 0.0 0.0
H 0.0 0.0 0.0
H 0.0 0.0 0.0
H 0.0 0.0 0.0
H 0.0 0.0 0.0
H 0.0 0.0 0.0
H 0.0 0.0 0.0
H 0.1 0.1 0.0
H 0.0 0.0 0.0
Se 0.0 -0.3 0.3
C -0.1 -0.1 0.0
C -0.1 0.0 0.0
C 0.0 0.0 -0.1
N 0.0 0.1 0.1
C 0.0 -0.1 0.0
C 0.3 0.0 -0.1
H 0.0 0.0 0.0
H 0.0 0.0 0.0
H 0.0 0.0 0.0
H 0.1 0.0 0.2
N 0.0 0.0 0.0
C 0.1 0.0 -0.1
C 0.0 0.0 0.2
N -0.1 0.2 0.0
C -0.1 0.0 -0.1
H 0.0 0.0 0.0
H 0.0 0.0 0.0
H 0.0 0.0 0.0
H 0.0 0.0 0.0

Charge: +2
Largest force on an atom in eV Å⁻¹: 0.73
Relative energy (zero: lowest compared OMol25 entry of this formula, charge and spin) in kcal/mol: 5.11
E_LUMO in eV: -4.4

ORCA calculation (ωB97M-V/def2-TZVPD) on a structure of composition C36H40N2O3S4SiTc.

Positions of all 87 atoms, in Å:
Tc: 0.6154 -0.4592 -1.7357
S: 2.5571 -0.6059 -0.6663
C: 3.4710 0.6761 -1.4851
C: 4.8715 0.4242 -1.5696
C: 5.7081 1.4561 -2.0395
C: 5.0716 2.6311 -2.5179
C: 3.7467 2.8678 -2.4859
C: 2.8832 1.9105 -1.9581
S: 1.1799 2.0787 -2.0004
H: 5.2688 -0.5176 -1.2525
H: 6.7963 1.3614 -2.0822
H: 5.6543 3.4878 -2.7980
H: 3.3615 3.8418 -2.7794
C: -6.0864 -0.5630 -3.3553
C: -4.7850 -1.2760 -3.0258
N: -3.8069 -0.5209 -2.1725
C: -4.3723 -0.0820 -0.8967
C: -4.7310 1.4283 -0.9369
C: -2.4990 -0.2930 -2.4731
S: -1.5487 0.5170 -1.3026
N: -2.1084 -0.7012 -3.6764
C: -0.9365 -0.7590 -4.2481
O: 0.2460 -0.5747 -3.6785
C: -0.9829 -1.0745 -5.6399
C: 0.1610 -1.7145 -6.2055
C: 0.1816 -1.9817 -7.5954
C: -0.8610 -1.5833 -8.4541
C: -1.8875 -0.8778 -7.8597
C: -1.9999 -0.7140 -6.4844
H: -6.6320 -1.1305 -4.1619
H: -5.9891 0.4630 -3.7292
H: -6.7887 -0.4906 -2.5241
H: -4.2213 -1.5426 -3.9280
H: -5.0809 -2.1693 -2.4620
H: -3.6801 -0.3577 -0.0950
H: -5.2745 -0.7002 -0.6970
H: -3.8112 1.9866 -1.1684
H: -5.1559 1.8013 -0.0054
H: -5.4812 1.6353 -1.6802
H: 1.0844 -1.9530 -5.6575
H: 1.0171 -2.5947 -7.9017
H: -0.7206 -1.7347 -9.5135
H: -2.7009 -0.4643 -8.4293
H: -2.9376 -0.1877 -6.0492
O: 3.1099 -0.7521 9.5328
C: 3.6399 0.1833 8.7175
O: 4.6572 0.7712 9.0424
C: 2.9792 0.3670 7.4173
C: 1.6660 -0.1253 7.1494
C: 1.2041 -0.1226 5.7963
C: 2.0169 0.4257 4.8082
S: 1.4021 0.2796 3.1785
C: 3.3221 0.8631 5.1288
C: 3.7401 1.0611 6.4476
H: 2.3483 -1.2134 9.1113
H: 0.9748 -0.4342 7.9426
H: 0.2201 -0.4268 5.5332
H: 3.9356 1.0616 4.2573
H: 4.7008 1.5496 6.6218
C: -0.4258 4.2855 1.6836
Si: -0.1334 3.1697 3.2035
C: 0.2817 4.0350 4.7721
C: -1.6718 2.0621 3.5934
C: 1.2190 1.9679 2.6588
H: -1.4857 4.4415 1.5686
H: -0.0916 3.7548 0.7483
H: 0.0752 5.2447 1.8435
H: -0.3552 4.8734 4.9817
H: 1.2880 4.4871 4.6597
H: 0.3015 3.5425 5.7551
H: -2.5744 2.6589 3.8213
H: -1.5331 1.4360 4.4863
H: -1.7784 1.4168 2.7066
H: 2.0968 2.5116 2.9928
H: 1.1498 2.0191 1.5103
C: 0.3355 -2.1142 -1.1036
C: 0.3363 -3.4206 -0.6703
C: -0.7416 -3.9230 0.1346
C: -0.6764 -5.2280 0.7295
C: 0.5097 -5.9265 0.6335
C: 1.5840 -5.4710 -0.1352
C: 1.4481 -4.3225 -0.8714
H: -1.6411 -3.3164 0.3213
H: -1.5687 -5.6002 1.2962
H: 0.6306 -6.8622 1.1138
H: 2.5094 -6.0966 -0.1525
H: 2.1985 -4.0565 -1.5891

Forces on the atoms, in the same order (eV/Å):
Tc -1.4 -1.9 3.0
S 1.3 0.3 -0.3
C 1.2 0.7 0.2
C -0.6 2.2 -0.4
C -1.2 0.0 -0.5
C 2.4 -0.2 0.7
C -1.4 0.0 0.6
C 0.9 -1.9 0.3
S -0.7 -0.4 0.0
H 0.1 -0.4 0.3
H -0.4 0.0 0.0
H 0.7 0.1 -0.4
H -0.1 -0.2 -0.1
C -0.8 0.2 -1.0
C 1.1 0.3 0.2
N -1.3 -0.3 -0.1
C -0.6 0.0 0.1
C 0.7 -0.5 0.4
C -0.3 0.4 0.7
S -0.1 -0.2 -0.6
N -0.9 -0.6 -0.6
C 1.7 1.3 3.7
O -2.9 -1.1 -2.8
C 2.7 -1.1 -1.9
C -0.5 0.4 -1.4
C -0.4 -0.3 1.3
C 1.4 0.1 1.2
C -0.9 -0.1 -0.1
C -1.9 1.3 0.4
H 0.6 0.4 0.8
H 0.4 -0.2 0.0
H 0.2 -0.2 0.2
H -0.3 -0.1 0.3
H 0.4 -0.1 -0.2
H 0.1 0.5 -0.1
H 0.4 0.4 -0.3
H -0.4 -0.1 0.1
H 0.2 -0.2 0.3
H -0.2 -0.1 -0.5
H -0.9 0.1 0.2
H 0.1 0.2 -0.6
H -0.4 0.0 -0.1
H -0.1 0.0 -0.4
H 1.8 -1.0 -0.8
O -0.6 -0.5 0.0
C 1.2 0.6 0.7
O -1.2 -0.7 -0.1
C -1.0 0.8 -0.2
C 0.8 0.3 -1.6
C 1.2 1.1 2.1
C 0.4 -0.8 0.9
S -0.2 -0.7 -0.7
C -0.9 0.8 -0.4
C -0.6 -1.7 -1.3
H 0.8 0.6 0.3
H 0.5 -0.1 -0.2
H -0.6 -0.3 0.0
H 0.2 0.5 0.2
H -0.3 -0.5 0.4
C 0.6 -0.8 0.2
Si -1.7 -2.0 -0.2
C 1.4 0.9 0.8
C 0.3 0.7 -0.1
C -0.1 1.4 -1.3
H -0.5 0.3 0.0
H 0.0 0.7 0.9
H 0.0 -0.1 -0.4
H -0.6 0.7 -0.3
H -0.3 -0.1 0.1
H 0.0 -0.6 -0.6
H 0.2 -0.3 -0.5
H 0.3 0.0 -0.3
H -0.4 0.1 0.4
H 0.7 0.0 -0.5
H 0.5 -0.5 1.6
C 0.4 4.0 -2.9
C -0.6 -3.5 2.2
C 0.4 -0.9 0.2
C -0.7 1.7 -0.4
C 0.0 0.1 -0.2
C 0.0 -0.8 0.1
C -0.6 1.3 0.1
H 0.6 -0.2 -0.2
H 1.1 0.3 -0.5
H -0.1 -0.8 0.6
H -0.9 0.7 -0.3
H 0.4 0.4 -0.1

Charge: -1
Largest force on an atom in eV Å⁻¹: 5.00
Relative energy (zero: lowest compared OMol25 entry of this formula, charge and spin) in kcal/mol: 40.78
E_LUMO (alpha / beta) in eV: 1.8 / 1.8